{"formula": "C4H13NSi", "method": "ωB97M-V with the def2-TZVPD basis set", "symbols": ["Si", "N", "C", "C", "C", "C", "H", "H", "H", "H", "H", "H", "H", "H", "H", "H", "H", "H", "H"], "xyz": [[-0.701, -1.187, -2.031], [-0.760, 0.171, -0.968], [-0.516, -0.560, 1.440], [0.072, 0.271, 0.288], [1.602, -0.018, 0.205], [-0.042, 1.743, 0.645], [-1.514, -0.665, -3.036], [0.426, 1.771, 1.663], [2.211, 0.399, 0.987], [-0.145, -1.540, 1.455], [0.538, 2.211, -0.197], [-1.655, 0.712, -0.949], [0.767, -1.378, -2.370], [-1.108, 2.084, 0.943], [1.956, 0.301, -0.695], [-1.629, -0.582, 1.488], [-1.177, -2.345, -1.417], [-0.137, -0.214, 2.339], [1.812, -1.174, 0.209]], "homo_ev": [-3.22, -11.89], "spin_multiplicity": 3, "gap_ha": [0.1483, 0.3190]}